A cluster of 16 separate species, C64H176N16O16 in total, computed with ωB97M-V/def2-TZVPD.

Geometry as XYZ:
```
272
Properties=species:S:1:pos:R:3
C 0.7695 1.8590 -7.9445
C 0.1014 2.4693 -6.6844
C 1.0488 2.6579 -5.5917
O 2.0439 3.6058 -5.8756
C 2.8034 4.0407 -4.7956
N -0.6161 3.6254 -7.0847
H 1.1728 0.8815 -7.6808
H 1.6376 2.4415 -8.2356
H 0.1142 1.8063 -8.7935
H -0.6250 1.7163 -6.3772
H 1.6367 1.7888 -5.2869
H 0.5984 2.9833 -4.6097
H 3.6396 4.6076 -5.2841
H 3.0928 3.1998 -4.1373
H 2.2758 4.8199 -4.1657
H -0.8203 4.1500 -6.2399
H -0.0031 4.1996 -7.6858
C -6.7313 6.2558 -1.0941
C -5.5256 5.3664 -1.1100
C -5.5959 4.3000 0.0337
O -4.4943 3.3929 -0.1271
C -4.5363 2.3760 0.8137
N -5.3016 4.7721 -2.4370
H -6.5897 7.1177 -1.7473
H -7.1512 6.5789 -0.1523
H -7.6023 5.6859 -1.4994
H -4.6053 5.9213 -0.7944
H -6.5042 3.6814 -0.0866
H -5.6230 4.7362 1.0466
H -5.6014 2.0880 0.7894
H -4.2168 2.5991 1.8209
H -4.0143 1.5521 0.3291
H -4.4243 4.2506 -2.4353
H -6.0659 4.1278 -2.6136
C -5.2198 -0.7021 3.0563
C -5.7753 -2.1206 2.9507
C -5.5645 -2.9421 4.2043
O -6.1708 -4.2074 3.8753
C -6.2482 -5.1295 4.9699
N -7.2531 -2.0067 2.6717
H -4.1949 -0.7155 3.4205
H -5.7334 -0.1183 3.8242
H -5.2940 -0.1410 2.1228
H -5.2821 -2.7303 2.2326
H -5.9748 -2.5318 5.1164
H -4.4852 -2.9951 4.4021
H -6.3389 -6.1670 4.6259
H -7.0439 -4.8820 5.6735
H -5.2832 -5.1411 5.5143
H -7.7079 -2.9077 2.7583
H -7.6435 -1.3171 3.2884
C 6.0254 3.8720 -1.4834
C 5.8819 2.4833 -2.1389
C 6.7593 2.1929 -3.4269
O 6.2146 2.7306 -4.6446
C 5.3833 1.8875 -5.3706
N 6.2917 1.5509 -1.0959
H 7.1012 3.9966 -1.1414
H 5.3819 4.0207 -0.6396
H 5.8077 4.7604 -2.1639
H 4.8417 2.3200 -2.4459
H 6.8660 1.0969 -3.5166
H 7.7685 2.5514 -3.3234
H 5.9227 1.0876 -5.9688
H 4.8963 2.4867 -6.1125
H 4.5544 1.5175 -4.7493
H 5.8653 1.9354 -0.2671
H 5.9031 0.6530 -1.2426
C 2.7199 1.6351 -1.0456
C 1.7725 1.0411 -0.0242
C 0.4541 0.5910 -0.6411
O -0.3497 0.0463 0.4240
C -1.6266 -0.3729 -0.0960
N 2.5248 0.0181 0.6973
H 3.0791 0.8442 -1.7305
H 3.5285 2.1158 -0.5000
H 2.2592 2.4531 -1.6404
H 1.4608 1.8128 0.6991
H 0.6692 -0.1749 -1.3592
H -0.0618 1.4444 -1.0665
H -1.4811 -1.1471 -0.8595
H -2.2212 0.4797 -0.4637
H -2.1991 -0.8150 0.7158
H 2.8727 -0.6483 0.0020
H 2.0167 -0.4754 1.3880
C 5.6599 2.8731 3.7068
C 4.5644 2.9031 2.6235
C 4.4593 4.2809 1.9471
O 3.8836 5.2301 2.8014
C 3.9106 6.5820 2.4448
N 4.9978 2.0237 1.5297
H 5.4938 2.0109 4.2980
H 5.6003 3.6837 4.4271
H 6.6413 2.9828 3.2105
H 3.5864 2.6161 3.0073
H 3.8152 4.2774 1.0629
H 5.4894 4.6642 1.6559
H 4.9691 6.9788 2.5458
H 3.2868 7.1324 3.1416
H 3.5338 6.7288 1.3920
H 5.8937 1.6717 1.7206
H 4.3779 1.2369 1.4016
C -0.6120 1.9646 3.7014
C 0.5220 0.9105 3.7624
C 1.2849 1.0906 5.0707
O 2.3703 0.2006 5.2104
C 3.3295 0.7203 6.1578
N -0.1091 -0.3999 3.6776
H -0.1291 2.9524 3.8341
H -1.3159 1.7557 4.5600
H -1.2100 1.9784 2.7966
H 1.2130 0.9811 2.9164
H 0.4682 0.8416 5.7941
H 1.5680 2.1198 5.2173
H 3.6004 1.7523 5.9644
H 4.2657 0.1524 6.0773
H 2.9093 0.5990 7.1540
H -0.7168 -0.4233 2.8668
H 0.5117 -1.1828 3.7347
C -1.9600 5.8763 -3.5459
C -1.7884 6.5404 -2.2092
C -0.3316 7.1000 -2.0713
O 0.5737 6.0336 -2.0726
C 1.8995 6.3628 -1.6197
N -2.8229 7.6279 -2.0907
H -2.9658 5.5158 -3.7512
H -1.2942 5.0022 -3.7028
H -1.7166 6.7164 -4.2242
H -1.9835 5.8779 -1.3502
H -0.2773 7.5690 -1.1164
H -0.1304 7.8141 -2.8564
H 2.4463 7.0969 -2.2122
H 2.4586 5.4549 -1.7316
H 1.9941 6.5565 -0.5193
H -2.4649 8.4805 -1.6286
H -3.1635 7.9335 -3.0083
C -2.1825 1.0598 -3.3969
C -3.6632 0.6824 -3.6241
C -3.8229 -0.7185 -4.1467
O -3.0358 -0.8631 -5.2881
C -3.0566 -2.1720 -5.9541
N -4.2740 0.7284 -2.2741
H -2.0517 2.1063 -3.0424
H -1.5592 0.8197 -4.2364
H -1.8107 0.3653 -2.6048
H -4.1247 1.4482 -4.3043
H -4.8834 -1.0166 -4.3040
H -3.4707 -1.4030 -3.3649
H -4.1298 -2.4668 -6.0315
H -2.5402 -2.9155 -5.3202
H -2.4743 -2.1235 -6.9077
H -4.1317 1.6837 -1.9683
H -5.3118 0.6803 -2.4028
C -2.4000 -7.5895 3.5198
C -1.1602 -6.9503 4.0605
C -1.3537 -5.4828 4.2275
O -1.4283 -4.9881 2.8850
C -1.6698 -3.5847 2.8124
N -0.8241 -7.5642 5.3529
H -2.2815 -8.6908 3.4445
H -2.6955 -7.2765 2.5437
H -3.2643 -7.4270 4.1557
H -0.4589 -7.1151 3.3093
H -0.5220 -5.0477 4.6304
H -2.2992 -5.2697 4.7436
H -1.5460 -3.2736 1.7611
H -0.9387 -3.0184 3.4461
H -2.6699 -3.3414 3.2364
H -0.5517 -8.5569 5.2981
H -0.0514 -7.1044 5.8592
C -3.4799 -3.6638 -1.0745
C -4.9759 -3.3961 -0.7368
C -5.4097 -4.4811 0.2530
O -5.2357 -5.7661 -0.3288
C -5.1238 -6.7912 0.6073
N -5.1103 -2.0863 -0.1073
H -3.0619 -2.7791 -1.4692
H -3.4970 -4.4962 -1.9036
H -2.8987 -3.9799 -0.1764
H -5.6047 -3.6020 -1.6011
H -6.4784 -4.3996 0.5658
H -4.7860 -4.4215 1.1846
H -6.0149 -6.9725 1.2402
H -4.3018 -6.5750 1.3500
H -4.8600 -7.6640 0.0159
H -4.8225 -1.3292 -0.7399
H -6.0797 -1.8616 0.2133
C 4.0674 -3.4897 6.6056
C 2.6429 -3.6472 6.0135
C 1.4956 -2.8908 6.7356
O 0.2335 -3.2451 6.1202
C -0.8487 -2.4669 6.5466
N 2.6163 -3.2615 4.5776
H 4.8316 -3.9999 6.1084
H 4.1079 -3.8467 7.6237
H 4.2338 -2.4025 6.6057
H 2.4338 -4.7208 5.9869
H 1.6859 -1.8137 6.5843
H 1.4629 -3.1388 7.7849
H -0.4892 -1.4579 6.8316
H -1.3015 -2.9556 7.3845
H -1.5269 -2.2187 5.7678
H 2.6700 -2.2629 4.4323
H 1.6891 -3.5825 4.2181
C -0.7837 -4.9851 -3.4495
C 0.1105 -3.9619 -4.0750
C 0.0587 -2.6959 -3.3363
O 0.8893 -1.6644 -3.8718
C 0.6742 -1.1153 -5.0612
N 1.4251 -4.4825 -4.3284
H -0.8646 -5.7990 -4.1673
H -1.7508 -4.6201 -3.2292
H -0.2279 -5.4315 -2.5680
H -0.3560 -3.8110 -5.0253
H 0.4506 -2.9199 -2.3648
H -1.0095 -2.3664 -3.3087
H 1.4639 -0.3159 -5.2748
H -0.3546 -0.6391 -5.2511
H 0.6892 -1.8089 -5.9091
H 2.0785 -3.8503 -4.7490
H 1.8580 -4.8529 -3.4898
C -0.6022 3.7576 0.2145
C -0.3673 5.0099 1.0683
C -1.4610 5.1774 2.1061
O -2.7361 5.5104 1.5883
C -3.0104 6.9290 1.5356
N 0.9664 4.8889 1.7243
H -1.6702 3.8206 -0.2109
H -0.5298 2.8763 0.8452
H 0.0700 3.6509 -0.6595
H -0.3366 5.8388 0.3384
H -1.2282 5.8838 2.9363
H -1.5963 4.1465 2.5418
H -3.3612 7.2794 2.5234
H -3.7799 7.1420 0.8134
H -2.0891 7.4363 1.2735
H 1.3432 5.7015 2.1772
H 1.6704 4.4892 1.1657
C 1.1826 -3.6390 0.9259
C 2.3300 -4.6154 0.7743
C 2.0553 -5.7983 1.6493
O 2.9721 -6.8959 1.3756
C 4.2806 -6.6586 2.0068
N 2.5402 -5.0210 -0.6914
H 0.8278 -3.6373 1.9406
H 0.4068 -4.0162 0.2417
H 1.4902 -2.6491 0.5515
H 3.3126 -4.1646 0.9931
H 0.9927 -6.1459 1.5192
H 2.0872 -5.5704 2.7115
H 4.9376 -7.4694 1.7264
H 4.2467 -6.4040 3.0605
H 4.7464 -5.7677 1.5647
H 1.6992 -5.5349 -0.9009
H 3.2582 -5.7409 -0.5881
C 5.2466 -2.6743 -0.5795
C 4.6652 -1.8739 -1.7063
C 5.2155 -2.3001 -3.0631
O 4.5717 -1.5207 -4.0626
C 4.5297 -2.0932 -5.4058
N 3.2453 -2.0227 -1.7023
H 5.0561 -3.7352 -0.6749
H 4.7014 -2.3799 0.2908
H 6.2480 -2.4639 -0.2968
H 4.9039 -0.7875 -1.6158
H 4.9751 -3.3760 -3.0879
H 6.2670 -2.1662 -3.1309
H 3.7920 -2.8829 -5.3503
H 5.5457 -2.4857 -5.6153
H 4.1616 -1.3529 -6.0664
H 2.8283 -1.6982 -2.5572
H 2.8800 -2.9635 -1.5341
```

Calculated values
**E_tot**: -125813.928 eV
**HOMO**: -8.5791 eV